1.
{"formula": "C6H4O", "method": "the ωB97M-V functional and the def2-TZVPD basis", "symbols": ["C", "O", "C", "C", "H", "C", "H", "H", "C", "H", "C"], "xyz": [[-1.24, -1.07, -0.10], [-0.89, -1.70, -1.07], [1.71, -0.92, -0.54], [1.27, 0.20, -1.05], [0.32, 2.11, -0.39], [1.04, 0.14, 0.49], [-1.40, 0.86, 0.89], [1.61, 0.57, 1.31], [-0.70, 0.26, 0.29], [-1.98, -1.48, 0.62], [0.27, 1.04, -0.47]], "e_tot_ha": -306.0038, "lumo_energy_ev": -0.09, "relative_energy_kcal_mol": 130.4, "homo_energy_ev": -9.1, "multiplicity": 1, "fmax_ev_per_a": 1.53, "homo_lumo_gap_ev": 8.99}

=====

2.
{"formula": "C4H6N2O", "method": "the ωB97M-V functional and the def2-TZVPD basis", "symbols": ["O", "C", "H", "C", "N", "N", "C", "H", "H", "H", "H", "C", "H"], "xyz": [[3.10, 0.02, -0.46], [0.98, -0.64, -1.23], [-3.01, 0.50, -0.40], [-0.78, -0.04, -0.25], [-0.09, 0.52, 0.71], [1.24, 0.64, 0.75], [1.74, 0.02, -0.30], [-2.75, -1.05, 0.38], [1.38, -0.54, -2.28], [-2.42, 0.44, 1.24], [-0.54, 0.91, 1.53], [-2.31, -0.05, 0.24], [3.46, -0.71, 0.07]], "e_tot_ha": -340.5824, "lumo_energy_ev": 0.38, "relative_energy_kcal_mol": 133.4, "homo_energy_ev": -8.2, "multiplicity": 1, "fmax_ev_per_a": 2.69, "homo_lumo_gap_ev": 8.62}

=====

3.
{"formula": "C27H33CeF6N5O5S3", "method": "the ωB97M-V functional and the def2-TZVPD basis", "symbols": ["C", "F", "C", "O", "F", "H", "O", "H", "C", "O", "C", "H", "H", "C", "S", "C", "C", "H", "H", "F", "C", "C", "F", "H", "C", "H", "C", "H", "H", "N", "S", "H", "C", "H", "C", "H", "C", "C", "N", "H", "C", "N", "H", "O", "C", "H", "H", "H", "H", "Ce", "H", "C", "C", "H", "H", "H", "C", "H", "C", "C", "H", "H", "N", "H", "C", "H", "H", "H", "C", "H", "C", "C", "F", "H", "S", "N", "F", "C", "H", "O"], "xyz": [[-0.37, 0.70, 4.16], [2.85, 2.05, 0.61], [-1.39, -0.09, 3.38], [1.81, 0.70, -1.38], [-3.60, 3.00, -1.67], [-3.01, -2.39, -4.11], [-2.86, 2.14, 1.88], [6.99, -1.22, 0.48], [-3.18, -1.75, 2.10], [-0.20, 2.73, 1.98], [-3.99, -2.71, 1.47], [5.07, 0.26, 1.11], [-4.47, -1.43, 3.80], [-2.24, -1.61, -4.01], [-2.30, 2.57, 0.63], [-1.95, -1.35, 1.52], [6.42, -1.41, 1.39], [1.72, 1.65, -4.48], [-4.41, -1.15, -2.53], [-4.72, 1.89, -0.19], [-3.58, -3.28, 0.30], [-2.62, -0.40, 4.00], [-4.40, 4.01, 0.07], [-3.19, 0.09, -5.95], [-2.37, -2.90, -0.28], [-4.41, 0.62, -2.49], [-1.56, -1.93, 0.28], [-1.63, -1.62, -4.92], [0.02, 3.34, -4.15], [3.93, -1.45, 2.84], [-0.07, 3.85, 0.91], [-1.60, -1.85, -3.16], [4.94, -0.41, 3.13], [3.70, -3.42, 2.16], [4.51, -2.72, 2.37], [0.63, 0.45, 3.82], [-0.99, 1.60, -3.57], [2.84, 2.87, 1.83], [-1.09, -0.50, 2.16], [-2.84, 0.01, 4.98], [5.75, -0.12, 1.88], [-1.68, 3.98, 0.48], [2.23, 2.60, -3.06], [-1.60, 1.47, -0.10], [-1.85, 0.77, -3.68], [1.04, -1.27, -2.62], [4.73, -2.19, 0.30], [-0.54, 1.76, 4.02], [5.85, -3.44, 0.85], [0.44, 1.15, 0.71], [-4.92, -3.00, 1.95], [-3.78, 0.10, -5.03], [0.09, 2.57, -3.38], [5.11, -3.12, 3.19], [-2.03, -3.37, -1.20], [-4.19, -4.04, -0.18], [-3.77, -0.27, -2.54], [7.13, -1.76, 2.15], [-3.52, -1.19, 3.36], [1.49, 1.91, -3.45], [0.74, -0.43, -4.09], [-0.46, 0.47, 5.22], [1.25, -0.48, -3.22], [-0.02, 3.04, -2.41], [-2.91, -0.24, -3.81], [-3.14, -0.28, -1.65], [6.48, 0.66, 2.08], [-4.59, -0.62, -5.12], [1.53, 0.67, -2.59], [-4.21, 1.09, -4.91], [2.83, -1.02, 2.26], [5.37, -2.50, 1.13], [4.13, 2.68, 2.25], [4.44, 0.48, 3.50], [-0.07, -1.48, -0.49], [1.87, -0.62, 1.77], [2.15, 1.90, 2.68], [-3.85, 2.88, -0.36], [5.58, -0.81, 3.92], [0.54, 3.12, -0.28]], "e_tot_ha": -3967.5334, "lumo_energy_ev": -1.80, "relative_energy_kcal_mol": 0.0, "homo_energy_ev": -7.5, "multiplicity": 1, "fmax_ev_per_a": 5.76, "homo_lumo_gap_ev": 5.70}

=====

4.
{"formula": "C6H5Cl2N", "method": "the ωB97M-V functional and the def2-TZVPD basis", "symbols": ["H", "C", "Cl", "C", "C", "H", "H", "Cl", "C", "H", "C", "H", "N", "C"], "xyz": [[1.49, -2.46, 0.51], [-0.48, 1.47, 0.07], [-0.94, -2.57, -0.35], [-0.06, -1.14, 0.14], [-0.88, 0.02, 0.12], [1.93, -1.23, -0.56], [1.98, -0.91, 1.12], [-1.76, 2.56, 0.60], [1.39, -1.43, 0.38], [1.48, 1.17, -0.71], [0.69, 1.87, -0.40], [0.86, 2.91, -0.45], [-3.42, -0.19, -0.31], [-2.29, -0.07, -0.18]], "e_tot_ha": -1206.5992, "lumo_energy_ev": [0.63, -3.03], "homo_energy_ev": [-6.8, -10.4], "multiplicity": 3, "fmax_ev_per_a": 6.29, "homo_lumo_gap_ev": [7.42, 7.36]}

=====

5.
{"formula": "C6H12N2OPRu", "method": "the ωB97M-V functional and the def2-TZVPD basis", "symbols": ["C", "H", "C", "H", "C", "C", "C", "H", "H", "H", "C", "N", "H", "P", "H", "O", "H", "N", "H", "H", "H", "Ru", "H"], "xyz": [[-1.24, 1.44, -2.24], [1.27, -1.46, 2.93], [-0.09, 0.09, 2.77], [-0.03, -3.64, 0.34], [-0.29, 2.49, -2.20], [0.97, 1.93, -1.98], [-0.59, 0.10, -2.19], [-0.52, 3.56, -2.34], [-2.27, 1.54, -2.45], [1.15, -3.59, -1.40], [0.94, 0.44, -1.97], [-0.73, 0.99, 3.56], [-0.91, -0.73, -2.78], [0.15, -2.79, -0.80], [0.82, -0.65, 4.45], [-0.26, 0.07, 1.53], [-0.56, 0.99, 4.55], [0.75, -0.76, 3.44], [-1.38, 1.67, 3.12], [-0.90, -3.36, -1.56], [1.90, 2.46, -1.88], [0.09, -0.66, -0.39], [1.72, -0.11, -2.50]], "e_tot_ha": -856.5750, "lumo_energy_ev": [0.26, -0.24], "relative_energy_kcal_mol": 0.0, "homo_energy_ev": [-3.5, -7.8], "multiplicity": 6, "fmax_ev_per_a": 2.77, "homo_lumo_gap_ev": [3.71, 7.53]}

=====

6.
{"formula": "C3H5NO2", "method": "the ωB97M-V functional and the def2-TZVPD basis", "symbols": ["H", "C", "H", "O", "O", "N", "H", "C", "H", "C", "H"], "xyz": [[0.35, 1.50, -0.14], [-0.08, 0.64, 0.35], [-1.82, -0.14, 1.00], [0.68, -0.93, -3.02], [1.60, -0.76, -0.36], [-1.36, 0.67, 0.59], [1.36, -0.11, 1.60], [0.19, -0.46, -2.10], [0.19, -1.33, 1.09], [0.84, -0.51, 0.68], [-1.96, 1.43, 0.30]], "e_tot_ha": -322.4388, "lumo_energy_ev": -0.09, "relative_energy_kcal_mol": 85.1, "homo_energy_ev": -7.8, "multiplicity": 1, "fmax_ev_per_a": 1.45, "homo_lumo_gap_ev": 7.66}

=====

7.
{"formula": "C5H15N2OS", "method": "the ωB97M-V functional and the def2-TZVPD basis", "symbols": ["H", "N", "C", "H", "C", "O", "H", "C", "C", "C", "H", "S", "H", "H", "H", "N", "H", "H", "H", "H", "H", "H", "H", "H"], "xyz": [[-0.35, -0.19, -0.97], [1.29, -1.44, 0.21], [1.90, -1.36, -1.06], [1.77, -2.23, -1.63], [-2.65, 1.94, 0.14], [1.36, -0.15, 0.73], [3.25, 0.38, 0.36], [2.62, 0.23, 1.21], [-1.05, 0.63, -1.14], [-2.18, -0.28, 0.81], [-3.60, 1.84, -0.44], [-1.57, -1.93, 0.89], [-0.55, -2.00, 0.05], [1.72, -2.10, 0.85], [2.99, -1.35, -0.99], [-1.94, 0.70, -0.06], [1.56, -0.53, -1.67], [2.37, 1.13, 1.71], [-2.91, -0.06, 1.65], [3.10, -0.39, 1.85], [-2.74, 2.12, 1.19], [-1.62, 0.69, -2.11], [-2.25, 2.85, -0.23], [-0.50, 1.50, -1.35]], "e_tot_ha": -782.0647, "lumo_energy_ev": -4.06, "relative_energy_kcal_mol": 63.1, "total_charge": 1, "homo_energy_ev": -12.9, "multiplicity": 1, "fmax_ev_per_a": 3.29, "homo_lumo_gap_ev": 8.88}

=====

8.
{"formula": "C34H41ClCuNO2Sb", "method": "the ωB97M-V functional and the def2-TZVPD basis", "symbols": ["H", "C", "C", "O", "C", "H", "H", "H", "H", "C", "C", "C", "C", "C", "C", "H", "C", "H", "C", "Cu", "H", "C", "C", "H", "H", "Sb", "H", "C", "H", "C", "C", "C", "O", "H", "C", "H", "H", "C", "C", "H", "H", "H", "C", "C", "H", "H", "C", "H", "H", "C", "H", "C", "H", "H", "C", "C", "C", "C", "H", "C", "H", "H", "C", "Cl", "N", "C", "C", "H", "H", "H", "H", "H", "C", "H", "H", "H", "H", "H", "H", "H", "H"], "xyz": [[-3.36, 1.77, -2.98], [-0.09, -1.90, -2.88], [2.95, 0.16, -0.10], [-0.27, 1.79, 1.55], [1.36, 5.32, 4.66], [-3.66, 2.42, -0.46], [-1.49, 0.76, -4.58], [-0.03, 6.27, 3.34], [0.00, 3.29, -0.75], [-2.70, 2.92, -0.44], [0.88, 2.99, 3.24], [5.18, 0.08, -1.00], [2.96, -3.96, 0.36], [4.06, -3.38, -0.20], [0.24, 4.18, 2.89], [-2.34, -0.70, -4.04], [0.70, -3.73, 1.48], [2.71, 4.16, 5.85], [0.93, 0.28, -3.46], [0.73, -1.03, 2.13], [4.03, 1.88, -0.73], [1.77, 2.99, 4.30], [-3.15, -0.22, 0.92], [-1.00, -2.49, -2.88], [-2.88, 4.00, -0.52], [-0.95, 0.44, -1.08], [-0.93, -6.65, 2.04], [-1.36, -0.28, -4.28], [-4.83, -1.15, -1.06], [-1.04, -3.42, 3.07], [4.10, -1.98, -0.36], [-2.79, -0.71, -0.49], [1.14, 0.68, 2.89], [2.06, 0.70, 0.22], [1.86, -3.17, 0.76], [-0.46, 4.16, 2.06], [-0.97, -0.83, -5.16], [-0.59, 3.38, -1.67], [5.21, -1.28, -0.88], [2.27, 2.07, 4.56], [-2.24, -2.62, -1.38], [-3.13, 3.52, -2.96], [2.95, -1.25, 0.05], [-1.35, -4.78, 3.01], [0.06, 3.11, -2.51], [-2.28, -0.29, 1.58], [-0.67, -5.61, 2.13], [0.86, -5.72, 0.64], [4.91, -3.98, -0.50], [-2.38, -2.17, -0.39], [1.68, 0.10, -2.68], [-2.61, 2.56, -2.90], [6.08, -1.85, -1.18], [-1.95, 2.49, -3.78], [2.02, 4.15, 5.02], [0.00, -2.85, 2.33], [0.54, 1.72, 2.49], [-3.98, -0.55, -1.43], [-3.74, -0.90, -2.43], [4.04, 0.80, -0.61], [6.05, 0.60, -1.39], [-0.89, 4.43, -1.80], [-0.38, -0.42, -3.12], [1.64, 6.77, 5.58], [1.86, -1.85, 0.59], [-1.81, 2.47, -1.60], [0.47, 5.35, 3.60], [2.93, -5.03, 0.52], [-3.17, -2.75, 0.12], [0.56, -2.29, -3.68], [0.42, -2.07, -1.92], [-2.22, 2.73, 0.52], [0.35, -5.08, 1.36], [0.79, 1.37, -3.56], [-1.46, -2.29, 0.19], [-3.94, -0.86, 1.34], [-3.51, 0.80, 0.93], [1.33, -0.09, -4.41], [-4.31, 0.49, -1.48], [-2.12, -5.19, 3.66], [-1.63, -2.79, 3.73]], "e_tot_ha": -3866.4255, "lumo_energy_ev": 2.48, "relative_energy_kcal_mol": 0.0, "total_charge": -1, "homo_energy_ev": -3.9, "multiplicity": 1, "fmax_ev_per_a": 1.00, "homo_lumo_gap_ev": 6.34}